{"formula": "C3H7NO", "method": "ωB97M-V/def2-TZVPD", "charge": 0, "e_tot_ha": -248.440797, "smiles": "CNC(C)=O", "largest_force_ev_per_a": 4.599, "species": ["C", "N", "C", "C", "O", "H", "H", "H", "H", "H", "H", "H"], "coordinates": [[-1.8950, -0.1641, -0.2829], [-0.5721, 0.1020, 0.3241], [0.5492, -0.0517, -0.4292], [1.8000, 0.3566, 0.3064], [0.5207, -0.3846, -1.6056], [-1.4535, -1.1462, 0.0053], [-1.9322, -0.1629, -1.3638], [-2.7898, -0.2776, 0.3045], [-0.5372, 0.3003, 1.3000], [1.8562, 1.4503, 0.2917], [2.6742, -0.0487, -0.1999], [1.7797, 0.0265, 1.3494]], "mulliken_charge": [-0.92, -0.24, 0.72, -1.03, -0.64, 0.35, 0.28, 0.38, 0.22, 0.26, 0.30, 0.32]}